No. 1
DFT (ωB97M-V/def2-TZVPD) results for a single C20H33NO4 molecule.

Each line ends with the Mulliken charge.
Cartesian coordinates (Å):
O  0.1230  0.7020  1.7868  -0.3068
O  -3.8916  3.0317  0.4667  -0.5374
O  2.9523  -1.3864  -1.6389  -0.6829
O  1.3353  1.3745  -0.0892  -0.5366
N  3.7353  0.5770  -0.8046  0.0095
C  -1.3625  -1.8542  0.8748  -0.3490
C  0.3062  -0.5078  -1.1407  -0.7142
C  2.7578  -0.3033  -1.1238  -0.3869
C  5.7515  -0.9015  -0.5134  -0.6249
C  -1.3195  2.4752  -1.1236  -0.9831
C  1.0062  1.0099  2.8505  -0.3944
C  6.0596  0.4124  0.1350  -0.4827
C  1.3879  0.1801  -0.7835  -0.0118
C  -2.7234  -3.9062  0.4000  -0.6901
C  -1.1204  1.3015  -0.1506  0.4843
C  -2.0003  -1.1379  -0.3144  -0.0336
C  -3.6537  3.4906  -0.8415  -0.6538
C  5.1236  0.3537  -1.0377  -0.1382
C  -1.0929  -0.0407  -0.9186  0.6574
C  -3.3521  -3.2021  -0.7975  -0.7876
C  -2.7489  2.5737  -1.6726  -0.3610
C  -2.3896  -2.1692  -1.3774  -0.8644
C  -2.3236  -2.8849  1.4597  -0.9160
C  0.1605  1.5350  0.6712  -1.1391
C  2.4488  0.5753  2.6153  -1.0056
H  -1.8368  -4.4540  0.0730  0.3236
H  -0.4502  -2.3551  0.5446  0.3352
H  5.6313  0.6075  1.1066  0.2017
H  -4.6399  3.5477  -1.3091  0.4134
H  -1.0672  3.4165  -0.6257  0.4545
H  -2.8605  -1.6700  -2.2286  0.3913
H  -3.2030  1.5835  -1.7151  0.1338
H  0.9652  2.0897  3.0588  0.3217
H  7.0349  0.8505  -0.0110  0.2565
H  5.1106  -1.5923  0.0095  0.2040
H  -3.0591  3.0367  0.9512  0.3717
H  3.0084  0.6655  3.5430  0.4946
H  -1.4955  -2.6787  -1.7406  0.2733
H  -1.0856  -1.1263  1.6356  0.0200
H  -0.6122  2.3563  -1.9472  0.3925
H  -3.4275  -4.6277  0.8203  0.3741
H  -1.5023  0.1590  -1.9187  0.6183
H  -2.7252  2.9773  -2.6859  0.3757
H  0.2112  2.5902  1.0024  0.6007
H  -2.9210  -0.6499  0.0282  0.3629
H  5.4783  0.7372  -1.9907  0.3532
H  -1.9389  1.2750  0.5729  0.5245
H  2.4720  -0.4602  2.2844  0.2642
H  0.4609  -1.4312  -1.6746  0.5158
H  -4.2718  -2.7032  -0.4818  0.3577
H  -3.2254  4.5039  -0.8191  0.2955
H  -1.8520  -3.3904  2.3049  0.3808
H  -3.6154  -3.9329  -1.5654  0.4142
H  3.4477  1.4698  -0.4314  0.3051
H  2.9199  1.1950  1.8576  0.1295
H  0.5903  0.4694  3.7051  0.3777
H  -3.2185  -2.3789  1.8306  0.3730
H  6.5079  -1.3779  -1.1161  0.2381

Forces on the atoms, in the same order (eV/Å):
0.024 -0.031 -0.282
0.073 -0.203 0.494
-0.030 -0.122 -0.100
0.248 -0.208 -0.325
0.081 0.299 0.275
-0.417 0.162 0.244
0.279 0.288 -0.040
0.097 0.064 0.010
-0.061 0.015 -0.018
-0.128 -0.184 0.051
0.225 0.015 0.167
0.124 0.096 0.074
-0.622 -0.299 -0.079
-0.301 0.130 0.137
0.423 0.107 0.016
0.359 -0.099 -0.247
0.090 0.010 -0.601
0.103 -0.108 -0.228
-0.251 0.080 0.269
0.259 -0.200 -0.127
-0.027 0.304 0.289
-0.341 0.153 0.175
0.262 -0.196 -0.135
-0.654 0.495 0.364
-0.333 0.143 -0.052
0.049 -0.084 -0.008
0.117 -0.013 -0.003
-0.112 -0.002 0.048
0.098 0.073 0.000
0.060 0.083 -0.016
0.069 0.032 -0.065
-0.068 -0.078 -0.098
-0.051 -0.105 0.035
0.055 0.034 -0.079
-0.117 0.015 0.037
-0.093 0.027 0.013
0.084 -0.009 0.102
0.102 -0.033 -0.088
0.070 -0.078 -0.037
0.072 0.036 0.023
0.047 -0.079 -0.019
-0.003 0.014 0.047
-0.051 -0.033 -0.068
-0.017 -0.276 -0.068
-0.015 0.043 -0.013
0.090 -0.102 0.101
0.021 0.013 -0.030
0.052 -0.114 -0.027
0.167 -0.108 -0.057
-0.080 0.011 -0.017
-0.062 -0.067 -0.061
-0.051 0.026 0.073
-0.091 0.019 -0.003
0.009 -0.142 -0.028
0.087 -0.022 -0.002
0.069 0.149 -0.016
-0.051 0.019 0.076
0.060 0.038 -0.086

SMILES string = CCO[C@H]1OC(C(=O)NC2CC2)=C[C@@H](C2CCCCC2)[C@@H]1CCCO
Lowest unoccupied orbital energy = 0.61 eV
Orbital gap = 0.348 hartree
E_HOMO = -8.87 eV

No. 2
DFT (ωB97M-V/def2-TZVPD) results for a molecular structure, C20H33NO4 in a non-equilibrium geometry.

Each line ends with the Mulliken charge.
Cartesian coordinates (Å):
O  1.9362  1.3132  -2.6560  -0.5651
O  1.9365  -4.8210  1.8451  -0.4892
O  -2.0702  -0.4877  -0.1686  -0.1801
O  -0.0643  -1.1250  -1.1966  -0.5149
N  1.2390  -0.5978  -3.4563  -0.1181
C  -2.4633  0.0672  -2.4938  -0.9176
C  2.6242  0.2278  -5.3188  -0.2096
C  -0.0724  1.4223  3.5401  -1.5129
C  -1.9530  2.9530  3.4550  -0.5765
C  -0.2447  -0.8817  1.2506  0.1930
C  0.6690  -0.0996  -1.2249  1.6188
C  1.6350  -2.6465  0.9550  -0.4893
C  0.5169  0.2347  1.4181  1.4472
C  -1.1085  2.0357  1.2743  0.2624
C  1.3547  0.6729  -5.5313  -0.7694
C  1.1085  0.7065  -0.0822  -2.1649
C  1.3007  -0.8552  -4.8074  -0.6331
C  -1.8230  3.4383  2.0889  -1.1584
C  2.5538  -3.6965  1.6072  -1.2674
C  1.4770  0.2956  -2.5609  -0.0082
C  0.6604  -1.9830  1.7707  -1.1018
C  -0.7892  2.5454  4.1632  -0.2556
C  -1.1016  -1.2350  -0.1040  -1.5866
C  -0.2390  1.4689  1.9948  -1.2299
C  -2.9090  -0.7634  -1.1734  -0.1593
H  1.0605  0.7022  -6.6025  0.3072
H  3.3949  0.6429  -4.5829  0.2218
H  1.1037  1.4617  -5.0490  0.3141
H  1.3215  -4.9195  2.4065  0.2654
H  -1.0687  -0.7525  1.9455  0.5366
H  0.8779  -1.7096  2.8496  0.2291
H  -1.2639  4.1667  2.0006  0.7048
H  2.9431  -3.3912  2.5538  0.4361
H  -2.9244  2.4051  3.6863  0.2544
H  -2.2902  1.1017  -2.1950  0.2282
H  3.3124  -0.5550  -5.9586  0.2302
H  -1.6309  -0.2508  -3.0159  0.1626
H  -2.8439  3.4791  1.4553  0.2879
H  0.6225  -1.4846  -3.0720  0.2176
H  -2.8485  -1.9331  -1.3627  0.2781
H  0.0334  3.3075  3.9842  0.2651
H  -3.2086  -0.1471  -3.3766  0.3671
H  -2.0996  1.2543  1.3112  -0.0034
H  -0.0181  -2.9305  1.9313  0.2123
H  2.2315  -1.7471  0.7269  0.4192
H  0.5938  0.9427  3.9892  0.9531
H  1.4215  -3.0219  0.0993  0.6474
H  3.3026  -3.7159  0.9809  0.5321
H  -1.0678  0.4521  3.6703  0.1549
H  -3.8295  -0.4127  -0.8661  0.4000
H  -1.0523  2.2694  5.2644  0.2483
H  -1.2289  2.3185  0.1905  0.1531
H  1.0374  -1.5567  -5.3784  0.7474
H  -1.1597  -2.2486  -0.0070  0.8806
H  -2.5452  4.1277  4.0613  0.2833
H  1.5880  -0.0036  1.9700  0.9606
H  1.5383  1.6495  -0.2788  0.5266
H  0.5232  2.3100  2.0800  -0.0355

Forces on the atoms, in the same order (eV/Å):
5.088 9.328 -0.996
5.258 -4.763 -7.212
-3.332 3.945 1.054
-3.025 -3.520 -0.455
-4.689 -9.077 0.767
-3.443 -1.203 0.080
6.546 -5.958 0.399
-13.633 -1.780 -4.520
-6.876 4.697 2.413
-3.545 -4.895 -0.323
5.881 6.830 3.460
5.544 4.351 4.439
6.386 7.498 -3.389
-15.361 5.015 -4.648
-1.729 -5.568 -5.545
-3.844 -4.783 -1.363
5.923 13.567 1.571
-6.083 -10.697 -3.266
-3.301 4.831 3.229
-6.267 -6.699 3.681
-5.786 -4.500 2.972
3.160 0.289 2.990
10.448 -0.349 3.706
14.927 -2.834 6.546
0.734 -1.813 -5.180
-0.254 -0.082 0.772
-1.939 -0.599 -0.505
-2.131 4.810 3.506
-6.815 -0.138 6.588
-0.393 -0.676 0.481
0.595 -0.387 -1.445
5.421 7.314 -1.151
0.662 1.287 0.769
1.621 -0.215 -0.719
-0.534 0.065 -0.333
-2.150 2.606 0.471
2.345 -1.008 -0.164
2.298 0.488 1.861
1.991 3.190 -0.312
-0.699 2.219 0.099
-1.036 0.329 1.262
0.551 1.130 1.985
1.582 1.909 -0.063
0.012 1.415 0.420
1.179 -0.510 -0.685
6.604 -3.336 3.101
-2.544 -2.329 -5.593
4.094 -1.365 -3.315
2.262 1.784 0.355
-2.281 0.296 0.272
0.910 1.077 -1.756
1.791 -0.631 1.014
-1.931 -5.888 -3.584
-1.236 -3.036 -0.454
2.012 -2.947 -1.098
-2.829 1.005 -0.845
0.778 0.679 0.018
1.082 -0.369 -1.365

Lowest unoccupied orbital energy = 0.60 eV
Orbital gap = 0.295 hartree
E_HOMO = -7.43 eV

No. 3
DFT (ωB97M-V/def2-TZVPD) results for 2 unconnected molecules or ions with the total composition C20H33NO5.

Each line ends with the Mulliken charge.
Cartesian coordinates (Å):
O  -0.8271  0.2815  -2.2843  -0.3449
O  -3.5698  -2.0364  -2.0842  -0.4956
O  3.5995  0.3153  3.2546  -0.3534
O  1.3031  -0.5250  -2.2472  -0.4456
O  4.3255  -0.8881  4.9974  -0.5713
N  -0.1118  1.5166  0.3500  -0.2402
C  -2.9293  -0.7993  -1.7651  0.8939
C  0.2048  2.6119  1.0341  -0.5799
C  -3.8223  0.3834  -2.1303  -1.0214
C  2.1744  1.8395  4.3411  -0.5540
C  -3.5386  1.5277  0.1577  -1.1514
C  1.2642  3.4629  0.7140  -0.4931
C  2.9387  1.5765  3.0499  0.4271
C  0.6338  1.2412  -0.7205  -0.0460
C  2.3338  -1.1377  -1.4806  -0.5193
C  1.6965  2.0322  -1.1589  -0.4291
C  0.2536  -0.0163  -1.4722  0.8270
C  1.3059  -3.4388  -1.9807  -0.2842
C  0.6302  -3.6737  -0.6288  -1.0279
C  -4.5757  -2.4057  -1.1748  -0.7985
C  3.0722  1.1690  5.3797  -0.4130
C  2.5711  -2.5902  -1.8672  -0.9964
C  3.7392  0.0643  4.5793  0.4482
C  -1.6491  -0.8302  -2.5825  -0.7261
C  -3.5741  1.6863  -1.3515  -0.2342
C  2.0181  3.1686  -0.4186  -0.5262
H  -0.4020  2.8368  1.9027  0.4746
H  2.8450  3.8033  -0.7021  0.4411
H  1.9926  2.8973  4.5229  0.3746
H  2.2876  1.4952  2.1883  -0.3869
H  -3.4089  2.4917  0.6467  0.3638
H  3.2484  -0.5692  -1.6546  0.4468
H  1.4657  4.3130  1.3467  0.4782
H  -0.0500  -0.7618  -0.7251  0.0218
H  -4.6533  -3.4892  -1.1688  0.2939
H  -4.4073  2.3494  -1.5876  0.4214
H  -2.7208  0.9000  0.4994  0.1949
H  2.5201  0.7512  6.2162  0.3026
H  -1.9196  -0.8214  -3.6364  0.4146
H  3.6986  2.3373  2.8537  0.1996
H  -4.3694  -2.0499  -0.1638  0.3409
H  1.6230  -4.4113  -2.3542  0.4356
H  -0.0904  -2.9005  -0.3645  0.1467
H  -1.1482  -1.7755  -2.3799  -0.0986
H  2.2833  1.7874  -2.0286  0.5542
H  -5.5532  -2.0116  -1.4657  0.2770
H  0.0882  -4.6148  -0.6181  0.3703
H  -4.4640  1.1005  0.5469  0.3485
H  -3.6605  0.5784  -3.1906  0.1464
H  2.1390  -1.0613  -0.4082  0.3860
H  -2.6692  2.1726  -1.7082  0.2085
H  3.1627  -2.6384  -2.7794  0.3781
H  -2.6775  -0.8249  -0.7023  0.1973
H  -4.8753  0.1290  -2.0247  0.4580
H  0.6337  -3.0023  -2.7131  0.1914
H  3.1859  -3.0320  -1.0812  0.3840
H  1.2088  1.3323  4.3065  0.3018
H  3.8479  1.8408  5.7496  0.2474
H  1.3725  -3.6873  0.1671  0.3416

Forces on the atoms, in the same order (eV/Å):
0.146 0.235 -0.261
0.260 0.009 0.057
-0.024 0.020 -0.033
-0.056 -0.115 -0.149
-0.016 -0.070 -0.081
0.349 0.156 -0.067
-0.360 -0.331 -0.302
0.209 0.322 0.011
0.325 0.446 0.180
0.021 0.010 0.123
0.018 -0.047 0.277
-0.305 -0.448 -0.358
-0.025 0.015 0.077
0.323 0.138 -0.399
0.341 0.008 0.013
-0.056 0.470 0.623
-0.304 -0.076 0.393
0.433 -0.175 0.264
-0.171 0.258 -0.092
-0.350 0.044 -0.094
-0.332 0.051 -0.288
-0.204 0.037 0.097
0.122 0.055 0.199
-0.300 -0.324 0.147
-0.249 -0.124 -0.096
-0.330 -0.184 0.286
-0.116 -0.075 0.059
0.055 0.020 -0.083
0.054 0.007 -0.029
0.073 -0.143 -0.128
0.000 0.131 -0.007
0.112 0.051 0.042
0.076 0.126 -0.027
0.057 -0.058 0.089
0.088 -0.113 0.007
0.035 0.173 -0.139
0.137 -0.021 -0.030
0.164 -0.027 0.108
0.128 0.134 -0.151
0.000 -0.005 0.007
0.145 -0.040 0.118
-0.060 -0.067 -0.216
-0.032 0.118 -0.041
0.203 -0.018 -0.008
-0.134 -0.254 -0.143
-0.054 0.094 -0.039
-0.044 -0.116 0.034
-0.130 -0.064 -0.077
-0.144 0.045 -0.147
-0.269 0.018 0.058
0.158 -0.017 0.048
-0.107 0.019 -0.211
0.028 0.168 0.127
-0.047 -0.284 0.150
-0.140 -0.029 -0.078
0.207 0.024 0.033
-0.002 0.010 -0.026
0.022 -0.032 0.061
0.071 -0.156 0.110

SMILES string = CCCCO[C@H](OC[C@@H](CCC)OC)c1ccccn1.O=C1CCCO1
Lowest unoccupied orbital energy = 0.59 eV
Orbital gap = 0.374 hartree
E_HOMO = -9.60 eV

No. 4
DFT (ωB97M-V/def2-TZVPD) results for a molecular structure, C20H34As3CoN3O2.

Each line ends with the Mulliken charge.
Cartesian coordinates (Å):
As  -1.4557  -1.5970  -0.5637  1.1516
As  -3.2722  2.7165  -3.2672  0.5965
As  0.9386  0.8711  -0.2879  0.8332
Co  0.7678  -1.4486  0.2911  -0.2503
O  2.6949  -1.4402  0.3275  -0.5046
O  1.0917  -4.2365  -0.1182  -0.1866
N  0.7955  -3.3413  0.5104  0.3416
N  1.5013  -0.9969  4.4140  -0.0923
N  0.7562  -1.1206  2.3599  0.6860
C  0.1467  -0.9230  4.4991  -0.9969
C  -2.1829  1.3562  0.6992  -1.5301
C  1.3731  1.9619  1.2498  -1.3751
C  3.2361  -1.2558  2.6639  0.8614
C  -1.5992  -2.8772  -2.0105  -1.3036
C  -0.5419  1.8417  -1.1486  -1.5666
C  -2.9944  2.4062  -1.3541  -1.7100
C  2.3840  1.2313  -1.5218  -1.2120
C  -1.9664  1.3701  -0.8191  1.8664
C  5.9349  -1.5410  1.7906  -0.6339
C  -4.3925  1.4018  -4.1161  -0.9817
C  3.5626  -1.4146  1.2543  0.7818
C  -1.7182  3.1111  -4.3361  -0.9901
C  -2.8376  -2.2017  0.6497  -1.3067
C  5.6090  -1.3861  3.1540  -0.6699
C  -0.3043  -0.9819  3.2124  -0.3131
C  1.8579  -1.1257  3.1113  0.0906
C  -2.2479  -0.0125  -1.4266  -1.8121
C  4.2844  -1.2468  3.5657  -1.0202
C  4.9400  -1.5537  0.8652  -0.4228
H  2.2909  1.5863  1.7005  0.4071
H  -1.4747  0.6769  1.1819  -0.1796
H  -3.0345  -1.4658  1.4263  0.3530
H  -2.5160  -3.1332  1.1141  0.4590
H  -1.3225  -0.9665  2.8663  0.3544
H  5.1363  -1.6796  -0.1912  0.5540
H  3.3154  0.8803  -1.0828  0.3658
H  -1.9091  -0.0492  -2.4671  0.5395
H  -0.3719  -0.8346  5.4381  0.4631
H  1.5283  2.9941  0.9389  0.5260
H  -0.4160  2.8861  -0.8515  0.7701
H  -3.9964  2.1524  -0.9990  0.5659
H  -1.1599  2.1935  -4.5280  0.3634
H  -2.0308  2.3488  1.1265  0.4971
H  -0.3538  1.7810  -2.2232  0.3801
H  -0.8682  -2.6601  -2.7876  0.4058
H  2.2160  0.6991  -2.4567  0.4248
H  -2.6035  -2.8420  -2.4309  0.4606
H  2.4574  2.3006  -1.7152  0.4482
H  -1.0973  3.8435  -3.8253  0.3863
H  -3.3229  -0.2146  -1.4237  0.7010
H  -2.0632  3.5229  -5.2841  0.4112
H  -3.8171  0.4923  -4.2955  0.3318
H  -4.7338  1.8054  -5.0685  0.4104
H  2.1225  -0.9853  5.2075  0.1718
H  -1.4235  -3.8822  -1.6294  0.4676
H  6.3956  -1.3781  3.8966  0.4534
H  0.5710  1.9125  1.9839  0.3669
H  4.1051  -1.1355  4.6263  0.4191
H  6.9681  -1.6530  1.4919  0.4810
H  -3.7523  -2.3840  0.0870  0.4649
H  -3.1936  1.0334  0.9545  0.4845
H  -2.7569  3.3927  -0.9492  0.5768
H  -5.2500  1.1951  -3.4792  0.3848

Forces on the atoms, in the same order (eV/Å):
-0.049 0.072 -0.024
0.065 -0.116 -0.001
0.003 -0.022 -0.057
-0.074 0.350 -0.055
0.035 -0.016 0.067
-0.001 -0.009 0.015
0.016 -0.208 -0.034
0.064 -0.084 0.015
0.029 0.074 -0.010
-0.056 0.142 -0.045
-0.001 0.026 -0.015
-0.030 -0.004 -0.010
0.042 -0.016 0.019
0.027 -0.012 0.014
-0.011 -0.071 0.059
-0.010 0.036 -0.064
-0.011 -0.008 0.016
0.040 0.003 -0.039
-0.011 -0.005 -0.055
-0.017 0.046 0.012
0.018 -0.019 -0.037
-0.036 0.039 0.034
0.024 -0.006 0.035
-0.016 0.007 0.025
-0.007 -0.150 0.051
-0.110 -0.003 -0.011
0.037 -0.029 0.019
-0.012 0.005 0.008
0.034 0.003 0.001
0.004 -0.009 -0.013
-0.009 -0.002 0.023
0.013 0.003 -0.023
-0.008 0.003 0.008
0.005 -0.012 0.013
0.002 0.001 0.001
0.000 0.003 -0.005
-0.013 -0.011 -0.003
0.006 0.013 0.001
-0.003 -0.002 -0.012
0.016 0.001 -0.007
-0.009 0.004 -0.019
-0.027 -0.024 0.022
-0.001 -0.010 0.008
0.022 -0.008 -0.003
0.003 0.005 0.004
0.000 -0.005 0.003
-0.005 0.019 0.013
-0.019 0.004 0.019
-0.008 -0.006 0.008
0.001 -0.021 0.005
-0.016 -0.001 0.008
0.033 0.012 0.021
0.009 0.013 0.006
0.000 -0.007 -0.001
0.006 0.003 0.003
0.001 0.000 0.000
0.013 -0.004 0.002
-0.005 0.002 -0.002
0.002 -0.001 0.006
0.008 0.003 -0.018
0.004 -0.003 0.005
-0.013 0.007 -0.013
0.006 0.004 0.005

Multiplicity = 5
Lowest unoccupied orbital energy (spin up / spin down) = -9.04 / -10.61 eV
Total charge = +3
Orbital gap (spin up / spin down) = 0.271 / 0.225 hartree
E_HOMO (spin up / spin down) = -16.41 / -16.73 eV

Energy above the lowest of the compared OMol25 structures with the same formula, charge and spin
In order: 32.4, 1994.7, 0.0, 0.0
Unit: kJ/mol